The following is a DFT calculation (wB97M-V/def2-TZVPD) of a 3-piece molecular cluster, C3H8O4S overall in a non-equilibrium geometry.

Bonds (Å) are listed after each position.
CARTESIAN COORDINATES (ANGSTROEM)
1 O -2.703 -0.244 -1.346  C2 1.215
2 C -1.585 0.183 -1.137  O1 1.215, O3 1.312, C4 1.548
3 O -1.177 1.308 -1.675  C2 1.312, H14 1.098
4 C -0.554 -0.690 -0.381  C2 1.548, C5 1.521, H7 1.121, H8 1.075
5 C 0.853 -0.143 -0.193  C4 1.521, S6 1.847, H9 1.091, H10 1.091
6 S 1.970 -1.463 0.456  C5 1.847
7 H -0.656 -0.894 -1.479  C4 1.121
8 H -1.085 -1.284 0.340  C4 1.075
9 H 1.127 0.344 -1.129  C5 1.091
10 H 0.847 0.648 0.559  C5 1.091
11 H 0.302 -0.332 3.206  O13 0.961
12 H 1.240 -1.286 2.413  O13 1.011
13 O 0.965 -1.014 3.347  H11 0.961, H12 1.011
14 H -0.715 2.016 -0.974  O3 1.098
15 H -0.053 3.776 -0.848  O16 0.962
16 O -0.143 3.037 -0.240  H15 0.962

The value obtained for the HOMO energy is 0.0187 eV. The calculation puts the total energy at -818.2076 a.u. Its net charge is -2. The calculation puts the energy relative to the best compared isomer or geometry (same formula, charge and spin) at 208.4 kJ/mol.



The following is a DFT calculation (wB97M-V/def2-TZVPD) of one molecule with the formula C3H8OS in a non-equilibrium geometry.

Bonds (Å) are listed after each position.
CARTESIAN COORDINATES (ANGSTROEM)
1 C 1.736 -1.351 0.428  H4 1.148, H5 1.150, H6 1.198, O12 1.418
2 C 0.092 0.377 0.695  H7 1.008, H8 1.093, O12 1.430, S13 1.744
3 C -1.889 1.042 -1.174  H9 1.088, H10 1.113, H11 1.117, S13 1.849
4 H 1.320 -1.938 1.322  C1 1.148
5 H 2.125 -1.991 -0.445  C1 1.150
6 H 2.587 -0.605 0.821  C1 1.198
7 H 0.741 0.904 1.258  C2 1.008
8 H -0.605 -0.202 1.307  C2 1.093
9 H -2.582 0.397 -0.638  C3 1.088
10 H -2.370 1.818 -1.810  C3 1.113
11 H -1.198 0.293 -1.630  C3 1.117
12 O 0.765 -0.523 -0.189  C1 1.418, C2 1.430
13 S -0.722 1.780 0.056  C2 1.744, C3 1.849

The SMILES is COCSC. The value obtained for the HOMO energy is -8.7267 eV. The calculation puts the total energy at -592.4646 a.u. The calculation puts the energy relative to the best compared isomer or geometry (same formula, charge and spin) at 140.3 kJ/mol.



The following is a DFT calculation (wB97M-V/def2-TZVPD) of a 2-piece molecular cluster, C3H8OS overall in a non-equilibrium geometry.

Bonds (Å) are listed after each position.
CARTESIAN COORDINATES (ANGSTROEM)
1 C 2.021 -0.654 0.835  S2 1.803, H3 1.085, H4 1.090, H5 1.083
2 S 0.735 -1.340 -0.227  C1 1.803, H6 1.339
3 H 2.534 -1.438 1.383  C1 1.085
4 H 2.692 -0.090 0.187  C1 1.090
5 H 1.586 0.062 1.522  C1 1.083
6 H 1.420 -2.386 -0.708  S2 1.339
7 C -0.675 1.582 -1.122  C8 1.333, H10 1.084, H11 1.079
8 C -1.525 0.864 -0.387  C7 1.333, O9 1.377, H12 1.082
9 O -1.712 1.218 0.930  C8 1.377, H13 0.950
10 H -0.426 1.136 -2.078  C7 1.084
11 H -0.418 2.606 -0.900  C7 1.079
12 H -1.938 -0.102 -0.647  C8 1.082
13 H -2.159 0.517 1.389  O9 0.950

The SMILES is C=CO.CS. The value obtained for the HOMO energy is -8.5723 eV. The calculation puts the total energy at -592.4736 a.u. The calculation puts the energy relative to the best compared isomer or geometry (same formula, charge and spin) at 116.6 kJ/mol.



The following is a DFT calculation (wB97M-V/def2-TZVPD) of a 2-piece molecular cluster, C3H8OS2 overall in a non-equilibrium geometry.

Bonds (Å) are listed after each position.
CARTESIAN COORDINATES (ANGSTROEM)
1 C -0.425 -0.389 0.473  C2 1.552, C4 1.574, H7 1.093, H8 1.118
2 C 0.150 0.660 -0.516  C1 1.552, O3 1.440, H9 1.116, H10 1.089
3 O -0.352 1.904 0.009  C2 1.440, H11 1.005
4 C -0.870 -1.699 -0.278  C1 1.574, S5 1.840, H12 1.096, H13 1.122
5 S -1.768 -3.039 0.606  C4 1.840, H14 1.327
6 S 2.459 3.040 -0.398  no bonds
7 H -1.174 -0.147 1.232  C1 1.093
8 H 0.397 -0.718 1.156  C1 1.118
9 H 1.226 0.957 -0.469  C2 1.116
10 H -0.192 0.574 -1.546  C2 1.089
11 H 0.403 2.561 -0.081  O3 1.005
12 H 0.032 -1.927 -0.857  C4 1.096
13 H -1.672 -1.388 -0.998  C4 1.122
14 H -0.796 -3.712 1.210  S5 1.327

The spin multiplicity is 2. The value obtained for the HOMO energy (spin up / spin down) is -3.4868 / -3.0591 eV. The calculation puts the total energy at -990.6793 a.u. Its net charge is -1. The calculation puts the energy relative to the best compared isomer or geometry (same formula, charge and spin) at 29.9 kJ/mol.



The following is a DFT calculation (wB97M-V/def2-TZVPD) of a 2-piece molecular cluster, C3H8OS2 overall in a non-equilibrium geometry.

Bonds (Å) are listed after each position.
CARTESIAN COORDINATES (ANGSTROEM)
1 C -0.549 -0.319 -0.684  C2 1.566, C4 1.553, H7 1.109, H8 1.117
2 C -1.289 0.886 -0.012  C1 1.566, O3 1.420, H9 1.088, H10 1.105
3 O -2.679 0.870 -0.301  C2 1.420, H11 0.960
4 C 0.765 -0.375 0.142  C1 1.553, S5 1.787, H12 1.083, H13 1.111
5 S 1.823 -1.723 -0.363  C4 1.787, H14 1.352
6 S 3.461 -0.417 2.317  no bonds
7 H -0.250 -0.115 -1.732  C1 1.109
8 H -1.190 -1.234 -0.681  C1 1.117
9 H -1.140 0.750 1.058  C2 1.088
10 H -0.712 1.782 -0.305  C2 1.105
11 H -2.778 1.265 -1.171  O3 0.960
12 H 0.654 -0.372 1.219  C4 1.083
13 H 1.244 0.570 -0.192  C4 1.111
14 H 2.640 -1.567 0.703  S5 1.352

The value obtained for the HOMO energy is -9.5923 eV. The calculation puts the total energy at -990.5460 a.u. The calculation puts the energy relative to the best compared isomer or geometry (same formula, charge and spin) at 432.1 kJ/mol.



The following is a DFT calculation (wB97M-V/def2-TZVPD) of one molecule with the formula C3H8OS2 in a non-equilibrium geometry.

Bonds (Å) are listed after each position.
CARTESIAN COORDINATES (ANGSTROEM)
1 C -1.151 1.206 -0.119  C3 1.520, H7 1.046, H8 1.059, H9 1.128
2 C -0.049 -1.014 -0.812  C3 1.647, O4 1.433, H10 1.093, H11 1.083
3 C 0.002 0.274 0.214  C1 1.520, C2 1.647, S5 1.788, S6 1.694
4 O 1.091 -1.785 -0.414  C2 1.433, H12 0.953
5 S -0.345 -0.417 1.826  C3 1.788, H13 1.318
6 S 1.562 0.927 0.103  C3 1.694, H14 1.403
7 H -1.460 1.683 0.760  C1 1.046
8 H -0.781 1.948 -0.777  C1 1.059
9 H -1.973 0.504 -0.442  C1 1.128
10 H -0.902 -1.688 -0.696  C2 1.093
11 H 0.110 -0.537 -1.772  C2 1.083
12 H 1.794 -1.344 -0.882  O4 0.953
13 H 0.645 -1.266 1.635  S5 1.318
14 H 1.459 1.508 1.376  S6 1.403

The SMILES is CC(S)(S)CO. The value obtained for the HOMO energy is -8.7938 eV. The calculation puts the total energy at -990.6663 a.u. The calculation puts the energy relative to the best compared isomer or geometry (same formula, charge and spin) at 116.4 kJ/mol.



The lowest total energy belongs to which entry?
number 4



What is the energy relative to the best compared isomer or geometry (same formula, charge and spin) in the third record?
116.6 kJ/mol



What is the total energy in the second record?
-592.4646 a.u.



Among the records above, which one has the highest total energy?
number 2